CH3OP | the ωB97M-V functional and the def2-TZVPD basis

Each line ends with the Löwdin charge.
Positions of all 6 atoms, in Å:
C -0.98 -0.47 -0.01  -0.080
O 0.32 -0.21 -0.17  -0.649
P 1.89 0.14 -0.01  0.753
H -1.30 -1.42 0.36  0.038
H -1.75 0.35 0.21  0.088
H 1.83 1.60 -0.39  -0.150

Spin multiplicity: 1
F_max in eV/A: 2.2
Gap between HOMO and LUMO (spin up / spin down) in eV: 7.52 / 8.31



C4H9NO | the ωB97M-V functional and the def2-TZVPD basis

Each line ends with the Löwdin charge.
Positions of all 15 atoms, in Å:
C -0.17 0.30 0.91  -0.398
C 0.91 -0.68 0.66  -0.149
C 0.98 -0.82 -0.91  -0.186
C -0.08 1.23 -0.34  -0.177
H -2.18 0.33 1.12  0.069
H -0.04 0.95 1.82  0.144
H 1.82 0.03 0.96  0.146
H 0.85 -1.67 1.33  0.156
H 0.59 -1.74 -1.39  0.113
H 1.97 -0.61 -1.33  0.095
H -0.86 -0.23 -1.57  0.096
H -1.03 1.73 -0.37  0.106
H 0.79 1.89 -0.27  0.113
N 0.04 0.26 -1.44  -0.071
O -1.51 -0.33 0.99  -0.056

SMILES string: O[C@H]1CCNC1
Spin multiplicity: 1
F_max in eV/A: 2.8
Gap between HOMO and LUMO in eV: 9.85



C3H5O5S | the ωB97M-V functional and the def2-TZVPD basis

Each line ends with the Löwdin spin population.
Positions of all 14 atoms, in Å:
C -4.75 -0.27 0.30  0.591
C 1.57 0.03 0.20  0.001
C -3.56 0.06 -0.01  0.501
O -5.84 -0.60 0.59  0.505
O -3.15 1.18 -0.72  0.341
O 0.25 -1.40 -1.65  0.000
O -0.37 -1.68 0.70  0.002
O -0.78 0.43 -0.45  0.009
S -0.01 -0.77 -0.37  0.002
H 1.46 0.35 1.26  0.000
H 2.42 -0.79 0.18  0.000
H 1.66 0.86 -0.59  0.000
H -2.82 -0.58 0.27  0.044
H -2.08 0.90 -0.86  0.002

<S²>: 2.009
Net charge: -1
Spin multiplicity: 3
F_max in eV/A: 4.8
Gap between HOMO and LUMO (spin up / spin down) in eV: 5.78 / 8.85



C7H9Br | the ωB97M-V functional and the def2-TZVPD basis

Each line ends with the Löwdin charge.
Positions of all 17 atoms, in Å:
C -0.44 -0.41 -2.53  0.024
C 0.51 -1.28 1.75  0.032
C -0.22 1.83 1.28  0.013
C -0.52 -0.90 -1.30  -0.216
C -0.67 -0.93 1.21  -0.196
C -0.40 1.22 0.10  -0.226
C -0.94 -0.16 -0.09  -0.718
Br -2.99 0.14 -0.30  0.628
H -0.24 -0.79 -3.46  0.038
H -0.49 0.64 -2.65  0.048
H 0.45 -1.82 2.70  0.060
H 1.54 -1.30 1.46  0.061
H 0.13 2.88 1.24  0.067
H -0.48 1.48 2.24  0.053
H -0.43 -2.03 -1.18  0.138
H -1.60 -1.13 1.70  0.072
H -0.14 1.97 -0.72  0.122

SMILES string: C=CC(Br)(C=C)C=C
Spin multiplicity: 1
F_max in eV/A: 3.3
Gap between HOMO and LUMO in eV: 9.47



C3H2HgO2 | the ωB97M-V functional and the def2-TZVPD basis

Each line ends with the Löwdin spin population.
Positions of all 8 atoms, in Å:
O -0.51 0.87 -0.94  0.254
C 0.47 0.02 -0.85  0.012
C 0.74 -0.66 0.30  0.077
O -0.07 -0.43 1.44  0.173
C -1.06 0.39 1.44  0.765
Hg -2.59 0.78 -0.45  0.708
H 1.34 0.14 -1.51  0.010
H 1.68 -1.12 0.57  0.002

<S²>: 2.011
Spin multiplicity: 3
F_max in eV/A: 2.2
Gap between HOMO and LUMO (spin up / spin down) in eV: 7.05 / 6.27



C6H12Cl2N | the ωB97M-V functional and the def2-TZVPD basis

Each line ends with the Löwdin charge.
Positions of all 21 atoms, in Å:
C -0.46 1.54 0.38  -0.201
C 0.30 1.64 1.78  -1.009
C 0.86 0.35 -2.32  -0.036
C -0.44 -1.88 1.13  -0.051
C 0.78 -0.16 -0.85  -0.232
C -1.24 -0.78 0.39  -0.207
N -0.41 0.23 -0.17  -0.097
Cl 1.93 1.42 1.65  0.849
Cl -0.51 1.12 3.14  0.803
H -1.35 1.99 0.24  0.105
H 0.12 2.03 -0.37  0.108
H 1.77 -0.10 -2.75  0.093
H 0.03 -0.01 -3.00  0.099
H 0.79 1.50 -2.32  0.101
H 0.02 -2.66 0.48  0.098
H 0.27 -1.38 1.71  0.037
H -1.20 -2.46 1.74  0.113
H 1.60 0.32 -0.38  0.048
H 1.02 -1.19 -0.88  0.111
H -1.99 -0.34 0.93  0.082
H -1.89 -1.20 -0.50  0.186

Net charge: +1
Spin multiplicity: 1
F_max in eV/A: 4.3
Gap between HOMO and LUMO (spin up / spin down) in eV: 6.04 / 8.50